[1]
152
Properties=species:S:1:pos:R:3:mulliken_charge:R:1 method="wB97M-V/def2-TZVPD" total_energy_ha=-7013.94133 multiplicity=1 homo_ev=-9.32 largest_force_ev_per_a=4.4 e_lumo_ha=0.007 smiles="CCOP(=O)(OCC)OCC.CCOP(=O)(OCC)OCC.CCOP(=O)(OCC)OCC.CCOP(=O)(OCC)OCC.CN(C)C=O.CN(C)C=O.ClCCCl.ClCCCl.ClCCCl"
C 4.768 -2.935 -2.607 -1.034
C 4.034 -2.211 -3.716 -0.330
O 3.246 -3.072 -4.473 -0.281
P 3.892 -4.181 -5.410 0.840
O 5.361 -4.229 -5.499 -0.716
O 3.137 -3.824 -6.785 -0.235
C 3.536 -4.415 -8.017 -0.294
C 2.592 -3.874 -9.153 -1.124
O 3.176 -5.572 -4.988 -0.312
C 1.774 -5.665 -4.862 -0.011
C 1.244 -7.071 -4.859 -1.238
H 5.269 -2.339 -1.844 0.398
H 4.024 -3.529 -2.077 0.270
H 5.634 -3.484 -2.976 0.290
H 3.354 -1.478 -3.283 0.302
H 4.569 -1.534 -4.382 0.318
H 4.610 -4.343 -8.188 0.392
H 3.477 -5.499 -7.918 0.290
H 1.572 -3.868 -8.770 0.288
H 2.785 -2.827 -9.383 0.289
H 2.591 -4.423 -10.096 0.367
H 1.501 -5.110 -3.964 0.246
H 1.403 -5.190 -5.770 0.273
H 0.200 -6.943 -4.573 0.383
H 1.258 -7.450 -5.880 0.292
H 1.648 -7.686 -4.054 0.337
C 9.955 -0.496 5.854 -0.992
C 10.002 -2.015 6.177 -0.318
O 9.311 -2.363 7.356 -0.339
P 7.745 -2.852 7.161 1.012
O 6.911 -2.136 6.165 -0.698
O 7.820 -4.493 6.970 -0.336
C 6.914 -5.010 5.980 -0.291
C 7.590 -6.240 5.354 -1.129
O 7.068 -2.764 8.686 -0.330
C 7.090 -1.549 9.346 -0.203
C 6.220 -1.638 10.636 -1.272
H 9.948 -0.358 4.773 0.302
H 9.121 0.009 6.342 0.278
H 10.930 -0.052 6.058 0.320
H 9.738 -2.560 5.271 0.282
H 11.028 -2.315 6.385 0.399
H 6.022 -5.299 6.535 0.303
H 6.565 -4.305 5.225 0.378
H 7.750 -6.964 6.153 0.281
H 7.003 -6.570 4.497 0.358
H 8.603 -6.086 4.982 0.313
H 8.069 -1.142 9.599 0.336
H 6.671 -0.730 8.761 0.343
H 6.376 -0.731 11.220 0.368
H 5.200 -1.929 10.383 0.312
H 6.540 -2.512 11.202 0.325
C -2.522 -0.039 1.498 -0.880
C -2.278 1.090 0.511 -0.273
O -2.554 2.303 1.108 -0.275
P -1.495 3.117 2.083 0.869
O -0.200 3.431 1.448 -0.702
O -2.331 4.489 2.524 -0.321
C -1.723 5.723 2.308 -0.209
C -2.392 6.278 1.127 -1.105
O -1.387 2.210 3.440 -0.279
C -0.144 2.111 4.121 -0.186
C -0.464 2.552 5.557 -1.179
H -2.006 0.072 2.452 0.192
H -3.595 -0.032 1.691 0.255
H -2.251 -1.007 1.076 0.362
H -1.274 1.192 0.099 0.317
H -2.953 0.864 -0.315 0.263
H -1.859 6.332 3.202 0.316
H -0.659 5.685 2.071 0.303
H -1.974 7.223 0.779 0.386
H -2.143 5.595 0.316 0.284
H -3.456 6.475 1.264 0.257
H 0.116 1.055 4.181 0.305
H 0.739 2.670 3.812 0.334
H 0.425 2.527 6.187 0.385
H -1.075 3.449 5.657 0.297
H -1.071 1.799 6.060 0.284
C -9.335 -0.436 -12.219 -1.186
C -7.798 -0.618 -11.890 -0.008
O -7.597 -0.208 -10.542 -0.213
P -6.180 -0.076 -9.840 0.708
O -6.216 0.218 -8.380 -0.717
O -5.432 -1.514 -10.193 -0.291
C -5.612 -2.529 -9.234 -0.178
C -5.128 -3.798 -9.915 -1.249
O -5.334 0.988 -10.691 -0.241
C -5.363 2.372 -10.496 -0.249
C -4.495 3.157 -11.489 -1.173
H -9.903 -0.511 -11.291 0.326
H -9.642 0.526 -12.629 0.304
H -9.769 -1.166 -12.903 0.361
H -7.552 -1.679 -11.839 0.120
H -7.024 -0.199 -12.533 0.398
H -5.169 -2.374 -8.250 0.367
H -6.664 -2.778 -9.092 0.268
H -4.042 -3.859 -9.982 0.302
H -5.387 -4.639 -9.273 0.409
H -5.705 -3.962 -10.825 0.291
H -6.401 2.703 -10.460 0.338
H -5.114 2.745 -9.503 0.340
H -5.037 4.094 -11.617 0.337
H -3.451 3.220 -11.184 0.305
H -4.384 2.728 -12.485 0.332
C -5.242 6.820 10.409 -0.905
N -6.076 6.010 9.458 0.091
C -6.051 6.544 8.130 -0.881
C -6.652 4.894 9.870 0.214
O -6.684 4.436 11.013 -0.602
H -5.541 7.868 10.389 0.317
H -4.187 6.894 10.146 0.315
H -5.363 6.392 11.404 0.283
H -6.496 7.538 8.081 0.298
H -5.049 6.602 7.704 0.319
H -6.572 5.870 7.451 0.292
H -7.234 4.418 9.065 0.261
C -0.773 -5.470 7.798 -1.024
N -0.351 -6.752 7.276 0.068
C -0.575 -6.959 5.823 -0.854
C 0.340 -7.606 8.105 0.129
O 0.820 -8.658 7.726 -0.575
H -0.032 -4.756 7.438 0.329
H -1.056 -5.491 8.850 0.396
H -1.737 -5.223 7.353 0.292
H -1.564 -6.567 5.587 0.299
H 0.126 -6.401 5.204 0.319
H -0.541 -7.998 5.493 0.297
H 0.473 -7.161 9.103 0.325
Cl 1.255 3.116 -7.558 -0.179
C 0.252 3.058 -6.104 -0.378
C 0.391 4.377 -5.328 -0.397
Cl 2.079 4.479 -4.759 -0.182
H 0.458 2.130 -5.570 0.302
H -0.784 2.913 -6.412 0.273
H -0.132 4.318 -4.374 0.244
H 0.148 5.277 -5.892 0.317
Cl 7.912 9.460 5.752 -0.175
C 8.255 8.017 4.778 -0.406
C 7.197 6.886 4.775 -0.423
Cl 7.044 6.147 6.374 -0.187
H 9.199 7.636 5.167 0.300
H 8.361 8.391 3.759 0.290
H 7.495 6.011 4.198 0.266
H 6.216 7.099 4.350 0.335
Cl -10.589 3.268 -1.550 -0.184
C -9.182 3.191 -2.629 -0.432
C -8.548 4.618 -2.658 -0.448
Cl -9.702 5.942 -3.248 -0.173
H -9.550 2.980 -3.633 0.295
H -8.502 2.425 -2.256 0.311
H -7.770 4.449 -3.403 0.285
H -8.070 4.852 -1.707 0.347



[2]
147
Properties=species:S:1:pos:R:3:lowdin_spin:R:1 method="wB97M-V/def2-TZVPD" total_energy_ha=-4836.92283 multiplicity=7 s2=12.01 homo_ev="-12.72 / -12.72" largest_force_ev_per_a=4.6 charge=+2 e_lumo_ha="-0.192 / -0.394"
Mn -1.546 3.653 0.795 4.720
O -1.226 1.752 0.279 0.120
H -0.950 0.948 -0.203 0.010
C 1.654 -1.793 -6.636 0.006
O 0.345 -1.702 -6.206 0.056
C -0.632 -1.107 -7.070 0.037
C -2.010 -1.185 -6.467 0.067
O -2.497 -0.175 -5.595 0.541
C -1.706 0.206 -4.490 0.087
C -2.580 1.114 -3.594 0.016
O -3.189 2.201 -4.243 0.040
C -2.265 3.114 -4.821 0.003
H 1.820 -2.627 -7.318 0.004
H 2.238 -2.073 -5.759 0.000
H 2.074 -0.898 -7.096 0.002
H -0.627 -1.626 -8.028 0.011
H -0.401 -0.074 -7.329 -0.001
H -2.060 -2.129 -5.924 0.044
H -2.725 -1.367 -7.270 0.003
H -0.779 0.732 -4.716 0.044
H -1.318 -0.669 -3.969 0.022
H -1.988 1.527 -2.777 0.002
H -3.361 0.512 -3.129 0.001
H -1.478 3.435 -4.138 0.000
H -2.815 4.018 -5.081 0.000
H -1.806 2.751 -5.740 0.002
C 7.872 -3.320 -0.470 0.000
O 7.622 -2.425 -1.497 0.000
C 6.313 -1.894 -1.395 0.000
C 6.075 -0.769 -2.447 0.000
O 4.687 -0.503 -2.429 0.000
C 4.400 0.470 -3.469 0.000
C 2.916 0.809 -3.575 0.000
O 2.425 1.540 -2.422 0.003
C 1.041 1.804 -2.236 0.002
H 7.819 -2.890 0.530 0.000
H 8.862 -3.732 -0.670 0.000
H 7.195 -4.174 -0.455 0.000
H 6.051 -1.529 -0.402 0.000
H 5.602 -2.719 -1.431 0.000
H 6.530 -0.985 -3.414 0.000
H 6.720 0.014 -2.046 0.000
H 4.750 0.065 -4.418 0.000
H 4.922 1.398 -3.237 0.000
H 2.345 -0.120 -3.599 0.000
H 2.667 1.319 -4.505 0.000
H 0.522 2.078 -3.154 0.001
H 0.908 2.570 -1.472 0.000
H 0.555 0.876 -1.933 0.000
C -5.604 -0.770 -0.301 0.000
O -5.492 0.431 0.456 0.000
C -4.229 0.694 1.032 0.001
C -4.198 2.083 1.562 0.003
O -3.593 3.036 0.665 0.043
C -4.194 2.978 -0.646 0.004
C -3.578 4.107 -1.385 0.003
O -2.150 4.062 -1.355 0.029
C -1.552 5.165 -1.988 0.007
H -6.674 -0.974 -0.327 0.000
H -5.045 -1.545 0.224 0.000
H -5.117 -0.666 -1.271 0.000
H -3.461 0.394 0.319 0.000
H -4.024 0.039 1.879 0.000
H -3.680 2.000 2.517 0.000
H -5.206 2.437 1.775 0.001
H -5.272 3.139 -0.628 0.001
H -3.941 2.056 -1.169 0.000
H -3.915 5.041 -0.935 0.000
H -3.932 4.048 -2.414 0.001
H -1.811 6.089 -1.470 0.001
H -2.020 5.278 -2.966 0.001
H -0.484 4.977 -2.097 0.001
C 3.671 -1.796 7.349 0.000
O 3.781 -1.170 6.076 0.000
C 3.217 0.154 6.124 0.000
C 3.260 0.811 4.711 0.000
O 2.209 0.368 3.824 0.000
C 2.112 1.134 2.646 0.000
C 1.433 0.302 1.525 0.000
O 1.992 -1.011 1.267 0.000
C 3.103 -0.951 0.384 0.000
H 2.644 -1.986 7.661 0.000
H 4.244 -1.212 8.069 0.000
H 4.150 -2.774 7.352 0.000
H 3.858 0.657 6.848 0.000
H 2.164 0.165 6.406 0.000
H 4.252 0.704 4.274 0.000
H 3.081 1.873 4.883 0.000
H 3.058 1.517 2.261 0.000
H 1.516 2.032 2.810 0.000
H 1.416 0.882 0.602 0.000
H 0.422 0.222 1.926 0.000
H 2.747 -0.444 -0.512 0.000
H 3.463 -1.929 0.065 0.000
H 3.964 -0.364 0.702 0.000
C -1.554 -1.901 -1.524 0.003
C -0.784 -2.347 -0.270 0.001
O -0.735 -3.760 -0.027 0.001
P -0.222 -4.781 -1.228 0.000
O -1.099 -4.977 -2.411 0.000
O 0.046 -6.128 -0.358 0.000
C -0.887 -7.188 -0.362 0.000
C -2.211 -6.822 0.283 0.000
O 1.299 -4.296 -1.526 0.000
C 1.602 -3.259 -2.515 0.000
C 2.843 -3.566 -3.219 0.000
H -2.599 -2.204 -1.460 0.000
H -1.567 -0.812 -1.574 0.001
H -1.186 -2.271 -2.482 0.001
H 0.252 -2.014 -0.207 0.000
H -1.195 -1.901 0.635 0.000
H -1.039 -7.554 -1.377 0.000
H -0.408 -7.970 0.227 0.000
H -2.066 -6.585 1.338 0.000
H -2.654 -6.016 -0.301 0.000
H -2.939 -7.631 0.332 0.000
H 0.832 -3.187 -3.283 0.000
H 1.666 -2.248 -2.112 0.000
H 3.043 -2.833 -4.000 0.000
H 3.649 -3.483 -2.490 0.000
H 2.870 -4.559 -3.668 0.000
C 1.151 3.021 6.955 0.000
C -0.326 2.803 6.569 0.000
O -0.328 3.155 5.204 0.001
P -1.678 2.911 4.295 0.007
O -1.516 3.279 2.875 0.041
O -2.094 1.359 4.555 0.001
C -1.603 0.350 3.705 0.000
C -2.342 -0.938 4.018 0.000
O -2.838 3.690 5.129 0.001
C -4.033 3.937 4.427 0.000
C -4.795 4.871 5.373 0.000
H 1.276 2.893 8.030 0.000
H 1.895 2.356 6.516 0.000
H 1.467 4.046 6.758 0.000
H -0.575 1.761 6.770 0.000
H -0.950 3.494 7.135 0.000
H -1.737 0.458 2.629 0.000
H -0.542 0.139 3.839 0.000
H -1.983 -1.680 3.305 0.000
H -2.109 -1.425 4.965 0.000
H -3.415 -0.749 4.030 0.000
H -3.913 4.470 3.483 0.000
H -4.520 2.994 4.179 0.000
H -5.854 4.781 5.134 0.000
H -4.654 4.706 6.441 0.000
H -4.502 5.907 5.203 0.000



[3]
144
Properties=species:S:1:pos:R:3:mulliken_charge:R:1 method="wB97M-V/def2-TZVPD" total_energy_ha=-2656.49356 multiplicity=1 homo_ev=-7.92 largest_force_ev_per_a=4.5 e_lumo_ha=0.021 smiles=COCCNCCOC.COCCNCCOC.COCCNCCOC.COCCNCCOC.COCCNCCOC.COCCNCCOC
C 3.615 8.368 -4.109 -0.856
O 3.678 9.441 -3.087 -0.298
C 2.721 10.491 -3.110 -0.169
C 2.307 11.014 -1.751 -0.993
N 3.412 11.513 -0.910 -0.380
C 4.118 12.610 -1.514 -0.826
C 5.444 12.267 -2.141 -0.345
O 6.004 11.301 -1.182 -0.407
C 7.215 11.547 -0.622 -0.854
H 2.891 7.569 -3.944 0.305
H 4.603 7.927 -4.242 0.284
H 3.412 8.647 -5.143 0.345
H 1.741 10.191 -3.480 0.445
H 3.152 11.331 -3.655 0.225
H 1.759 10.280 -1.160 0.396
H 1.524 11.765 -1.849 0.400
H 4.232 10.924 -0.885 0.452
H 4.101 13.539 -0.945 0.402
H 3.504 12.919 -2.360 0.276
H 6.118 13.123 -2.117 0.503
H 5.388 11.787 -3.118 0.202
H 7.056 12.302 0.148 0.340
H 7.913 11.788 -1.423 0.327
H 7.490 10.668 -0.038 0.226
C -3.862 5.466 1.876 -0.730
O -4.794 4.542 1.267 -0.262
C -5.026 3.314 2.029 -0.694
C -5.658 2.310 0.994 -0.377
N -5.871 0.921 1.478 -0.372
C -7.018 0.260 0.838 -0.591
C -6.695 -0.214 -0.609 -0.562
O -6.647 0.921 -1.502 -0.288
C -6.949 0.646 -2.904 -0.784
H -2.975 4.974 2.274 0.294
H -4.442 5.826 2.726 0.326
H -3.597 6.323 1.258 0.233
H -5.640 3.277 2.929 0.349
H -4.043 2.954 2.334 0.393
H -4.948 2.317 0.166 0.194
H -6.537 2.907 0.751 0.228
H -6.036 1.013 2.471 0.254
H -7.909 0.888 0.846 0.336
H -7.195 -0.611 1.468 0.431
H -7.422 -0.946 -0.961 0.469
H -5.741 -0.742 -0.634 0.303
H -6.586 1.438 -3.559 0.246
H -8.008 0.522 -3.133 0.272
H -6.324 -0.215 -3.140 0.328
C -4.844 11.615 -5.501 -0.554
O -4.784 11.245 -4.106 -0.385
C -5.224 9.939 -3.741 -0.687
C -6.802 9.735 -3.671 -0.208
N -7.364 10.750 -2.780 -0.356
C -8.883 10.803 -2.794 -0.839
C -9.332 11.624 -3.989 -0.406
O -9.383 10.744 -5.078 -0.304
C -9.779 11.302 -6.257 -0.815
H -4.683 10.800 -6.207 0.318
H -4.142 12.427 -5.690 0.228
H -5.883 11.911 -5.645 0.153
H -4.746 9.601 -2.822 0.336
H -4.839 9.262 -4.504 0.390
H -7.157 8.723 -3.476 0.305
H -7.162 9.961 -4.675 0.165
H -6.796 11.576 -2.655 0.264
H -9.020 11.409 -1.898 0.401
H -9.359 9.823 -2.771 0.298
H -8.714 12.465 -4.302 0.339
H -10.283 12.063 -3.687 0.454
H -10.691 11.887 -6.132 0.331
H -10.112 10.595 -7.016 0.266
H -9.039 12.015 -6.623 0.308
C 8.331 -12.866 1.491 -0.624
O 7.621 -12.505 2.673 -0.377
C 6.720 -13.332 3.286 -0.628
C 5.448 -13.892 2.431 -0.575
N 4.651 -12.858 1.823 -0.280
C 4.198 -13.345 0.546 -0.656
C 3.424 -12.280 -0.101 -0.616
O 4.360 -11.208 -0.318 -0.301
C 3.975 -10.114 -1.154 -0.826
H 9.273 -12.360 1.281 0.279
H 7.693 -12.511 0.683 0.183
H 8.494 -13.936 1.357 0.311
H 6.311 -12.929 4.213 0.349
H 7.172 -14.201 3.764 0.418
H 4.899 -14.618 3.031 0.315
H 5.833 -14.478 1.596 0.347
H 5.181 -12.023 1.619 0.268
H 3.678 -14.300 0.629 0.471
H 4.988 -13.591 -0.164 0.397
H 2.604 -12.067 0.585 0.308
H 3.083 -12.776 -1.010 0.370
H 3.436 -10.248 -2.092 0.292
H 4.747 -9.431 -1.506 0.255
H 3.378 -9.565 -0.425 0.320
C 4.494 -8.216 5.789 -0.647
O 3.434 -8.471 6.737 -0.306
C 2.072 -8.422 6.290 -0.590
C 1.831 -9.880 6.009 -0.392
N 1.721 -10.658 7.284 -0.400
C 1.999 -12.140 7.284 -0.559
C 1.847 -12.883 8.627 -0.683
O 3.128 -13.072 9.296 -0.281
C 3.049 -13.626 10.590 -0.724
H 4.240 -7.374 5.146 0.292
H 4.612 -9.137 5.218 0.223
H 5.485 -8.073 6.221 0.253
H 1.832 -7.821 5.413 0.401
H 1.467 -8.054 7.118 0.288
H 2.526 -10.291 5.276 0.189
H 0.893 -9.955 5.459 0.349
H 2.303 -10.293 8.024 0.282
H 2.921 -12.378 6.753 0.299
H 1.270 -12.611 6.625 0.374
H 1.339 -13.840 8.510 0.419
H 1.124 -12.305 9.203 0.378
H 2.231 -13.203 11.173 0.306
H 3.996 -13.387 11.074 0.239
H 2.711 -14.661 10.545 0.287
C -0.720 3.191 -2.012 -0.712
O -0.049 2.028 -2.361 -0.272
C -0.683 1.194 -3.298 -0.585
C -0.217 -0.192 -2.890 -0.534
N 0.996 -0.649 -3.565 -0.373
C 1.546 -1.975 -3.287 -0.707
C 2.324 -2.005 -1.964 -0.316
O 2.473 -3.334 -1.522 -0.313
C 3.468 -3.509 -0.541 -0.707
H -0.331 3.553 -1.060 0.276
H -1.765 3.043 -1.741 0.224
H -0.729 3.947 -2.797 0.310
H -0.529 1.476 -4.339 0.318
H -1.736 1.449 -3.176 0.402
H -1.005 -0.785 -3.354 0.367
H -0.211 -0.362 -1.814 0.277
H 1.676 0.062 -3.338 0.271
H 2.133 -2.471 -4.060 0.289
H 0.665 -2.615 -3.242 0.328
H 1.815 -1.333 -1.273 0.306
H 3.292 -1.529 -2.119 0.319
H 3.102 -3.013 0.357 0.301
H 4.434 -3.103 -0.842 0.301
H 3.574 -4.560 -0.270 0.236